No. 1
This record from the OMol25 dataset describes an isolated molecule of C21H20O10. The level of theory is the ωB97M-V functional and the def2-TZVPD basis.

The geometry in XYZ format:
```
51
Properties=species:S:1:pos:R:3:forces:R:3
O -0.016092 2.234970 -3.263465 0.0 0.0 0.0
C 0.544926 1.442847 -2.499593 0.0 -0.3 0.3
C 1.988957 1.197708 -2.504722 0.0 -0.2 0.3
C 2.856088 1.896263 -3.462340 0.2 0.0 -0.1
C 2.650316 3.239351 -3.763284 0.1 -0.1 0.0
C 3.467474 3.891191 -4.665825 0.1 0.0 -0.1
C 4.505914 3.211627 -5.291228 -0.2 -0.2 0.3
O 5.332166 3.812981 -6.185834 0.1 0.1 -0.2
C 4.715285 1.865889 -5.000177 0.2 0.3 -0.2
C 3.898631 1.220795 -4.097093 -0.2 0.2 0.0
C 2.500726 0.307368 -1.625621 0.1 0.5 -0.5
O 1.807217 -0.401605 -0.729217 0.0 -0.2 0.2
C 0.464520 -0.238781 -0.671890 -0.9 0.1 -0.1
C -0.223359 -0.997910 0.268822 0.3 -0.2 0.1
C -1.599518 -0.858145 0.365087 0.1 0.3 -0.3
O -2.383888 -1.540291 1.251586 0.0 0.2 -0.2
C -1.783794 -2.440405 2.146426 0.1 -0.9 0.0
O -0.878665 -1.823931 3.007565 0.1 0.0 0.2
C -1.469973 -0.833093 3.847702 -0.1 0.3 0.6
C -0.317336 -0.186682 4.622580 -0.4 -0.4 0.0
O 0.577652 0.463417 3.764697 0.3 0.2 -0.4
C -2.505419 -1.487717 4.768202 -0.2 0.3 -0.6
O -1.928986 -2.426497 5.640869 0.3 -0.3 0.3
C -3.589204 -2.180769 3.918126 0.5 0.1 -0.1
O -4.446862 -2.915992 4.756322 -0.2 -0.2 0.2
C -2.929639 -3.135771 2.895403 -0.4 0.6 -0.3
O -2.388553 -4.264967 3.539384 0.2 -0.2 0.1
C -2.281939 0.026251 -0.468025 -0.1 0.1 0.0
C -1.604110 0.783648 -1.409783 0.2 -0.4 0.4
O -2.282681 1.616646 -2.191783 0.0 0.2 -0.2
C -0.193811 0.657906 -1.522130 0.1 0.0 -0.1
H 1.849042 3.780124 -3.286817 -0.1 0.0 0.0
H 3.298428 4.936416 -4.888942 0.0 0.1 0.0
H 5.069514 4.733491 -6.308049 0.0 -0.1 0.0
H 5.518132 1.346603 -5.498641 0.1 -0.1 -0.1
H 4.055423 0.171290 -3.897189 0.0 -0.1 0.0
H 3.559557 0.096719 -1.562516 0.0 0.0 0.0
H 0.337174 -1.665398 0.899836 0.1 -0.1 0.1
H -1.197884 -3.205605 1.615410 -0.1 0.2 0.0
H -1.965626 -0.074899 3.225387 0.1 0.0 0.1
H -0.712092 0.572704 5.299541 0.0 -0.1 0.0
H 0.190364 -0.962838 5.210291 -0.1 0.1 0.0
H 0.855977 -0.173289 3.095263 0.0 0.1 0.0
H -2.968018 -0.727315 5.406100 0.0 0.0 -0.1
H -1.457198 -3.078082 5.095447 -0.1 0.0 0.1
H -4.184333 -1.440045 3.375577 0.1 0.0 0.1
H -3.955512 -3.087444 5.576242 -0.1 0.0 -0.1
H -3.682301 -3.439462 2.154546 0.1 0.1 0.1
H -3.108225 -4.667662 4.046537 0.1 0.1 -0.1
H -3.350963 0.120869 -0.380629 -0.2 0.0 0.0
H -1.625806 2.062076 -2.795072 -0.1 -0.2 0.2
```
Positions in Å, forces in eV/Å.

Results
Net charge   0
Lowest unoccupied orbital energy   0.18 eV
Gap between HOMO and LUMO   8.4 eV
Relative energy (zero: lowest compared OMol25 entry of this formula, charge and spin)   0.00 kJ/mol
HOMO level   -8.2620 eV
SMILES   O=c1c(-c2ccc(O)cc2)coc2cc(O[C@H]3O[C@H](CO)[C@H](O)[C@H](O)[C@@H]3O)cc(O)c12
Energy   -42576.509 eV
2S+1   1

=====

No. 2
This record from the OMol25 dataset describes a structure of composition C21H21As2N12OS5Tc. The level of theory is the ωB97M-V functional and the def2-TZVPD basis.

The geometry in XYZ format:
```
63
Properties=species:S:1:pos:R:3:forces:R:3
Tc -0.024811 0.049155 0.134223 -1.6 -0.8 0.2
N 2.104102 0.814332 0.523609 -0.1 0.3 -0.2
N 2.835058 0.039533 1.436866 -0.1 0.0 0.0
C 2.288591 -0.981237 2.111827 0.2 -0.1 0.0
N 3.082848 -1.650075 2.932300 -0.1 0.0 0.0
S 0.651773 -1.454180 1.973202 0.1 0.1 0.1
H 2.575495 0.792152 -0.378579 0.0 0.0 0.0
H 2.079533 1.774325 0.863266 0.1 0.0 -0.1
H 3.805135 0.285452 1.575793 0.0 0.0 0.0
H 4.047556 -1.401037 3.088063 0.0 0.0 0.0
H 2.706246 -2.412288 3.474782 0.0 0.0 0.0
N -0.917890 2.962058 -1.973750 0.1 -0.2 -0.1
C -0.729855 1.708240 -2.560249 -0.1 0.6 0.2
N -0.982881 1.459275 -3.816902 0.2 -0.7 -0.2
N -0.760397 0.128014 -3.940634 0.0 0.3 0.3
N -0.402437 -0.373569 -2.812079 -0.4 0.4 -0.1
N -0.342411 0.617547 -1.892584 0.2 -0.4 -0.1
C -1.040855 3.019504 -0.642858 -0.3 0.5 -0.2
N -1.526311 4.017675 0.128617 0.1 -0.5 0.6
N -1.524766 3.559875 1.384070 0.1 0.1 -0.8
N -1.042746 2.361603 1.336297 -0.3 0.5 0.7
N -0.710949 1.986138 0.114403 0.6 -0.6 0.0
H -1.252677 3.723483 -2.548201 0.0 0.0 0.0
S -2.704196 -1.896361 3.366229 0.3 -0.4 0.2
As -2.844552 -0.487362 1.961059 -1.4 0.5 0.6
S -2.048063 -0.872322 -0.070927 1.1 0.3 -0.6
S -0.688750 1.018304 2.371619 0.5 -0.1 -0.4
S -4.241316 0.971352 1.626967 0.6 -0.3 -0.3
O 1.060852 -1.294936 -0.727488 0.3 0.2 -0.3
As 1.033447 -2.551325 -1.940260 0.1 -0.1 0.4
C -0.607334 -3.476281 -1.928534 -0.2 0.2 0.0
C -1.470246 -3.437696 -3.021302 0.0 0.0 0.0
C -2.678445 -4.108282 -2.939642 0.0 0.0 0.0
C -3.019836 -4.793206 -1.777929 0.0 0.0 0.0
C -2.157885 -4.820935 -0.688249 0.0 0.0 0.0
C -0.939507 -4.159344 -0.756571 -0.2 0.0 0.0
C 1.738832 -1.996270 -3.591284 0.0 0.1 -0.2
C 1.758485 -2.938493 -4.611994 0.1 0.1 0.0
C 2.291253 -2.573533 -5.840961 0.0 0.0 0.0
C 2.798112 -1.295168 -6.025534 0.0 0.0 0.0
C 2.779832 -0.366734 -4.988905 0.0 0.0 0.0
C 2.239783 -0.712429 -3.761427 0.2 -0.1 -0.2
C 2.344941 -3.707835 -1.192364 0.1 -0.1 0.2
C 3.540496 -3.138816 -0.752756 0.0 -0.1 0.0
C 4.540384 -3.950492 -0.243925 0.0 0.0 0.0
C 4.349459 -5.327971 -0.174379 0.0 0.0 0.0
C 3.168460 -5.893490 -0.629316 0.0 0.0 0.0
C 2.160812 -5.085144 -1.144492 0.1 0.0 0.0
H -1.209192 -2.890103 -3.918485 0.0 0.0 0.0
H -3.355729 -4.095320 -3.782967 0.0 0.0 0.0
H -3.968031 -5.312359 -1.723900 0.0 0.0 0.0
H -2.430087 -5.358843 0.210886 0.0 0.0 0.0
H -0.259392 -4.185722 0.086455 0.0 0.0 0.0
H 1.373019 -3.941112 -4.467936 0.0 0.0 0.0
H 2.310307 -3.290254 -6.651529 0.0 0.0 0.0
H 3.210268 -1.017194 -6.986619 0.0 0.0 0.0
H 3.179100 0.626650 -5.143742 0.0 0.0 0.0
H 2.194301 0.012505 -2.957703 0.0 0.0 0.0
H 3.700926 -2.070321 -0.830196 0.0 0.0 0.0
H 5.480111 -3.518453 0.078740 0.0 0.0 0.0
H 5.132151 -5.962302 0.222064 0.0 0.0 0.0
H 3.029476 -6.966298 -0.590414 0.0 0.0 0.0
H 1.250329 -5.538521 -1.512230 0.0 0.0 0.0
```
Positions in Å, forces in eV/Å.

Results
Net charge   +2
Lowest unoccupied orbital energy (spin up / spin down)   -9.00 / -8.99 eV
Gap between HOMO and LUMO (spin up / spin down)   5.2 / 5.2 eV
Relative energy (zero: lowest compared OMol25 entry of this formula, charge and spin)   81.23 kJ/mol
HOMO level (spin up / spin down)   -14.2164 / -14.2207 eV
Energy   -220081.089 eV
2S+1   1

=====

Question: Which value of net charge does entry 1 give?
Answer: 0